(1)
{"formula": "C21H16N4O4S2Y", "method": "wB97M-V/def2-TZVPD", "symbols": ["Y", "C", "C", "N", "N", "C", "O", "C", "C", "C", "C", "C", "C", "C", "C", "C", "C", "C", "N", "H", "H", "H", "H", "H", "H", "H", "H", "H", "H", "H", "H", "O", "S", "O", "N", "C", "S", "C", "C", "C", "C", "C", "C", "H", "H", "H", "H", "O"], "positions_angstrom": [[1.198, -0.566, 0.391], [-2.751, -2.819, -1.184], [-1.448, -2.103, -0.997], [-0.971, -1.762, 0.145], [-1.678, -2.075, 1.268], [-1.014, -1.689, 2.355], [0.113, -1.119, 2.403], [-1.693, -1.983, 3.659], [-1.078, -1.581, 4.838], [-1.686, -1.818, 6.062], [-2.916, -2.458, 6.117], [-3.535, -2.861, 4.940], [-2.928, -2.625, 3.718], [-0.631, -1.756, -2.181], [-1.052, -2.074, -3.469], [-0.252, -1.731, -4.546], [0.945, -1.076, -4.319], [1.291, -0.791, -3.009], [0.540, -1.133, -1.968], [-3.207, -2.988, -0.215], [-2.599, -3.780, -1.681], [-3.432, -2.227, -1.800], [-0.123, -1.077, 4.776], [-1.200, -1.498, 6.975], [-3.392, -2.640, 7.072], [-4.496, -3.359, 4.976], [-3.400, -2.927, 2.794], [-1.992, -2.581, -3.627], [-0.563, -1.975, -5.554], [1.599, -0.787, -5.129], [2.215, -0.272, -2.776], [8.366, -0.102, -0.071], [7.336, -0.429, -1.018], [7.744, -0.948, -2.296], [6.219, -1.422, -0.335], [5.047, -0.865, -0.246], [3.740, -1.771, 0.408], [4.996, 0.567, -0.748], [3.961, 1.491, -0.783], [4.209, 2.746, -1.327], [5.463, 3.093, -1.815], [6.509, 2.180, -1.767], [6.241, 0.938, -1.234], [2.950, 1.311, -0.419], [3.395, 3.459, -1.362], [5.625, 4.079, -2.232], [7.496, 2.428, -2.135], [1.011, 1.245, 0.161]], "forces_ev_per_angstrom": [[-0.15, -1.03, 0.52], [-0.02, 0.01, 0.03], [-0.04, -0.04, 0.05], [-0.08, -0.08, -0.05], [0.09, 0.06, 0.02], [0.03, -0.06, 0.10], [-0.04, -0.11, -0.26], [-0.08, 0.05, -0.04], [0.01, 0.00, 0.04], [0.02, 0.01, 0.01], [-0.02, -0.02, -0.02], [0.01, 0.00, 0.03], [0.00, 0.00, -0.03], [0.04, -0.04, -0.02], [0.01, 0.05, -0.03], [0.00, -0.01, 0.00], [-0.01, 0.05, -0.01], [0.09, -0.02, 0.08], [-0.07, -0.10, -0.08], [0.00, 0.00, 0.01], [0.00, 0.00, -0.01], [0.00, 0.00, -0.01], [0.00, 0.00, -0.01], [0.00, 0.00, 0.00], [0.00, 0.00, 0.00], [0.00, 0.00, 0.00], [0.01, 0.00, -0.01], [-0.01, 0.00, 0.02], [0.00, 0.00, 0.00], [0.01, 0.01, 0.01], [0.01, -0.01, -0.01], [-0.01, 0.02, 0.01], [-0.05, -0.04, 0.02], [0.00, 0.00, -0.04], [0.00, 0.02, -0.07], [0.19, -0.08, 0.08], [0.01, 0.37, -0.17], [0.03, -0.01, -0.02], [-0.01, -0.14, -0.06], [0.05, 0.03, -0.02], [-0.02, 0.07, -0.03], [0.02, -0.05, 0.00], [-0.02, -0.02, 0.04], [-0.04, -0.05, 0.10], [0.00, 0.01, 0.02], [0.01, 0.00, 0.01], [0.00, -0.01, 0.01], [0.03, 1.19, -0.23]], "lowdin_charge": [1.04, -0.04, -0.27, -0.02, 0.05, -0.46, -0.13, -0.14, -0.02, -0.09, -0.11, -0.10, -0.04, -0.21, -0.02, -0.06, -0.05, -0.10, 0.04, 0.06, 0.08, 0.08, 0.11, 0.10, 0.09, 0.09, 0.10, 0.10, 0.11, 0.10, 0.12, -0.31, 0.62, -0.31, -0.11, -0.80, 0.54, -0.20, -0.03, -0.06, -0.08, -0.05, -0.24, 0.03, 0.11, 0.10, 0.12, -0.73], "homo_lumo_gap_ev": 7.180, "e_above_lowest_kcal_mol": 0.0, "charge": -1, "lumo_ev": 1.80}

(2)
{"formula": "C21H16NO2P", "method": "wB97M-V/def2-TZVPD", "symbols": ["C", "C", "P", "C", "C", "C", "N", "C", "C", "H", "H", "H", "H", "H", "H", "H", "H", "C", "C", "C", "C", "C", "C", "C", "O", "C", "C", "C", "C", "C", "C", "C", "O", "H", "H", "H", "H", "H", "H", "H", "H"], "positions_angstrom": [[0.741, -2.952, -2.054], [0.116, -2.331, -3.283], [-1.269, -1.046, -2.960], [-2.924, -1.986, -2.799], [-3.129, -3.577, -3.075], [-4.582, -4.232, -2.907], [-5.907, -3.648, -2.561], [-5.673, -2.193, -2.348], [-4.345, -1.298, -2.402], [0.592, -4.070, -1.739], [1.374, -2.229, -1.368], [0.466, -2.573, -4.389], [-1.370, -0.284, -4.179], [-2.209, -4.240, -3.395], [-4.627, -5.413, -3.093], [-6.674, -1.593, -2.086], [-4.391, -0.147, -2.159], [5.012, 3.087, 3.498], [5.518, 2.330, 2.442], [4.646, 1.688, 1.561], [3.262, 1.794, 1.745], [2.756, 2.530, 2.815], [3.633, 3.188, 3.688], [1.299, 2.607, 3.048], [0.854, 3.257, 3.986], [0.388, 1.883, 2.139], [-0.992, 1.900, 2.382], [-1.862, 1.229, 1.520], [-1.359, 0.550, 0.411], [0.015, 0.526, 0.170], [0.891, 1.187, 1.042], [2.346, 1.126, 0.798], [2.789, 0.525, -0.174], [5.692, 3.594, 4.179], [6.593, 2.241, 2.301], [5.048, 1.103, 0.736], [3.245, 3.776, 4.518], [-1.393, 2.431, 3.243], [-2.933, 1.240, 1.713], [-2.037, 0.033, -0.265], [0.401, -0.011, -0.695]], "forces_ev_per_angstrom": [[-1.23, 1.74, -1.82], [1.06, -0.97, 1.30], [1.14, -0.34, 0.61], [-5.00, -3.48, -0.50], [-2.61, 2.40, 1.04], [0.65, 0.62, 0.07], [7.00, 3.93, -0.62], [0.91, 0.13, -0.08], [0.74, -3.35, -0.78], [1.51, 1.91, -1.44], [-2.56, -1.36, -0.54], [-1.64, -0.67, 2.37], [-0.28, -0.82, 0.30], [-2.21, 1.44, 0.77], [0.11, 2.91, 0.41], [2.50, -1.45, -0.60], [-0.06, -2.65, -0.57], [-0.36, -0.04, -0.04], [-0.32, -0.12, -0.18], [0.24, 0.15, 0.20], [0.59, 0.14, 0.21], [0.61, 0.16, 0.17], [0.31, -0.04, -0.05], [-0.57, 0.77, 1.11], [0.28, -0.37, -0.54], [-0.61, -0.18, -0.13], [-0.22, -0.14, -0.19], [0.38, 0.16, 0.17], [0.34, 0.06, 0.06], [-0.27, 0.02, 0.13], [-0.60, -0.18, -0.19], [0.46, -0.72, -1.14], [-0.23, 0.29, 0.55], [-0.15, -0.09, -0.12], [-0.21, 0.01, 0.01], [-0.27, 0.12, 0.14], [-0.08, -0.20, -0.25], [0.28, -0.07, -0.18], [0.21, 0.01, -0.02], [0.19, 0.07, 0.10], [0.00, 0.20, 0.26]], "nbo_charge": [-0.35, -0.52, 0.50, -0.28, -0.28, 0.02, -0.41, 0.02, -0.29, 0.22, 0.23, 0.23, 0.01, 0.25, 0.21, 0.21, 0.24, -0.20, -0.20, -0.15, -0.15, -0.06, -0.17, 0.53, -0.53, -0.15, -0.15, -0.19, -0.19, -0.18, -0.06, 0.53, -0.54, 0.22, 0.22, 0.24, 0.24, 0.24, 0.22, 0.23, 0.24], "homo_lumo_gap_ev": 7.183, "smiles": "O=C1c2ccccc2C(=O)c2ccccc21.C=CPc1ccncc1", "lumo_ev": -1.10}

(3)
{"formula": "C21H16O6Se4Sn", "method": "wB97M-V/def2-TZVPD", "symbols": ["Sn", "O", "C", "C", "O", "O", "C", "C", "C", "C", "C", "C", "C", "C", "C", "C", "C", "C", "H", "H", "H", "H", "H", "H", "H", "H", "H", "H", "H", "Se", "Se", "Se", "Se", "O", "C", "C", "C", "C", "C", "C", "C", "O", "O", "H", "H", "H", "H", "H"], "positions_angstrom": [[0.914, -2.134, 0.705], [1.648, 0.321, -0.114], [0.873, 1.440, 0.308], [-0.549, 0.903, 0.727], [-1.413, 1.757, 0.956], [-0.663, -0.346, 0.866], [0.850, 2.495, -0.811], [2.073, 2.859, -1.378], [2.145, 3.813, -2.384], [0.991, 4.433, -2.846], [-0.229, 4.080, -2.288], [-0.301, 3.124, -1.279], [1.444, 2.047, 1.597], [2.264, 1.295, 2.429], [2.723, 1.819, 3.631], [2.360, 3.100, 4.023], [1.538, 3.856, 3.196], [1.085, 3.334, 1.992], [2.602, 0.540, -0.252], [2.991, 2.398, -1.029], [3.113, 4.068, -2.804], [1.045, 5.180, -3.630], [-1.142, 4.551, -2.638], [-1.252, 2.862, -0.837], [2.564, 0.299, 2.129], [3.373, 1.219, 4.257], [2.720, 3.512, 4.959], [1.243, 4.858, 3.489], [0.437, 3.924, 1.355], [4.869, 0.135, -0.868], [4.810, -1.511, 0.758], [4.590, -3.583, -0.283], [2.344, -3.881, -0.950], [-2.451, -3.297, -2.771], [-3.210, -3.851, -1.794], [-4.475, -4.358, -2.097], [-5.266, -4.933, -1.118], [-4.800, -5.015, 0.186], [-3.540, -4.516, 0.481], [-2.727, -3.929, -0.483], [-1.367, -3.431, -0.034], [-0.980, -3.736, 1.113], [-0.678, -2.715, -0.819], [-2.940, -3.347, -3.599], [-4.834, -4.297, -3.121], [-6.248, -5.312, -1.377], [-5.407, -5.465, 0.961], [-3.136, -4.565, 1.484]], "forces_ev_per_angstrom": [[0.08, 0.27, 0.11], [-0.32, 0.10, 0.13], [0.15, -0.18, 0.01], [-0.01, 0.10, 0.02], [0.09, -0.09, 0.02], [0.09, -0.16, -0.19], [-0.04, 0.01, 0.00], [0.05, 0.09, 0.01], [0.00, -0.04, 0.04], [0.00, -0.05, 0.06], [0.04, -0.03, 0.02], [0.02, -0.05, -0.08], [-0.06, 0.00, -0.08], [0.09, 0.01, -0.01], [-0.02, 0.05, -0.02], [0.00, -0.01, -0.04], [-0.02, -0.05, -0.06], [0.00, 0.07, 0.04], [0.01, -0.18, -0.14], [-0.01, -0.04, -0.02], [-0.04, -0.01, 0.02], [-0.01, -0.01, 0.00], [0.01, 0.00, 0.00], [0.00, 0.01, 0.01], [0.01, -0.06, -0.03], [0.00, 0.00, 0.00], [-0.01, -0.03, -0.02], [0.01, -0.01, 0.00], [0.01, -0.05, 0.03], [0.01, 0.21, -0.04], [-0.06, 0.01, 0.19], [-0.07, -0.13, 0.01], [-0.08, 0.15, -0.16], [-0.03, -0.05, 0.02], [0.02, 0.03, -0.05], [-0.01, -0.01, 0.03], [0.01, 0.02, 0.01], [0.05, 0.01, 0.00], [-0.04, -0.02, 0.01], [0.13, -0.01, 0.00], [-0.05, 0.08, -0.21], [-0.08, 0.00, 0.04], [0.03, -0.01, 0.29], [0.03, 0.02, 0.02], [0.00, 0.01, 0.00], [0.02, -0.01, 0.00], [0.00, 0.02, 0.00], [-0.01, -0.01, -0.02]], "nbo_charge": [1.31, -0.80, 0.07, 0.79, -0.73, -0.79, -0.03, -0.14, -0.24, -0.24, -0.23, -0.21, 0.06, -0.22, -0.22, -0.23, -0.23, -0.21, 0.52, 0.23, 0.20, 0.19, 0.19, 0.26, 0.24, 0.20, 0.19, 0.19, 0.22, -0.70, -0.13, -0.13, -0.61, -0.64, 0.42, -0.34, -0.19, -0.28, -0.13, -0.23, 0.77, -0.73, -0.74, 0.46, 0.19, 0.20, 0.20, 0.24], "homo_lumo_gap_ev": 5.313, "e_above_lowest_kcal_mol": 22.0, "charge": -2, "lumo_ev": 4.15}

(4)
{"formula": "C21H17BN10O3OsSSe", "method": "wB97M-V/def2-TZVPD", "symbols": ["Os", "C", "C", "N", "N", "C", "B", "N", "C", "C", "C", "N", "N", "C", "C", "C", "N", "N", "C", "C", "C", "N", "H", "H", "H", "H", "H", "H", "H", "H", "H", "H", "H", "H", "O", "C", "C", "C", "C", "C", "C", "C", "O", "O", "H", "H", "H", "H", "H", "S", "C", "N", "Se", "C", "N"], "positions_angstrom": [[-1.002, -0.865, -0.549], [-1.700, 1.127, -4.213], [-2.082, 0.256, -3.210], [-1.084, 0.135, -2.323], [-0.059, 0.916, -2.736], [-0.416, 1.527, -3.870], [1.251, 1.084, -1.882], [0.850, 1.764, -0.563], [1.395, 2.786, 0.129], [0.647, 2.984, 1.269], [-0.355, 2.019, 1.207], [-0.236, 1.283, 0.106], [1.774, -0.353, -1.539], [3.011, -0.850, -1.602], [2.998, -2.150, -1.112], [1.686, -2.376, -0.738], [0.952, -1.283, -1.004], [2.288, 1.783, -2.722], [2.757, 1.314, -3.918], [3.652, 2.226, -4.399], [3.674, 3.241, -3.417], [2.857, 2.976, -2.417], [-2.278, 1.441, -5.065], [-3.008, -0.278, -3.074], [0.254, 2.212, -4.364], [2.250, 3.307, -0.262], [0.796, 3.730, 2.031], [-1.160, 1.847, 1.904], [3.827, -0.261, -1.989], [3.830, -2.829, -1.033], [1.230, -3.246, -0.294], [2.416, 0.376, -4.330], [4.214, 2.177, -5.317], [4.255, 4.151, -3.406], [-1.734, -3.826, 4.493], [-2.138, -2.560, 4.270], [-3.042, -1.930, 5.124], [-3.453, -0.635, 4.883], [-2.978, 0.065, 3.776], [-2.103, -0.561, 2.918], [-1.669, -1.870, 3.136], [-0.745, -2.507, 2.172], [0.084, -3.360, 2.526], [-0.813, -2.180, 0.927], [-2.211, -4.190, 5.248], [-3.416, -2.472, 5.986], [-4.154, -0.165, 5.562], [-3.303, 1.079, 3.587], [-1.726, -0.037, 2.055], [-5.552, -1.052, 0.326], [-4.039, -0.841, -0.016], [-2.883, -0.660, -0.268], [2.246, -2.784, 3.574], [2.128, -1.309, 2.550], [2.017, -0.372, 1.874]], "forces_ev_per_angstrom": [[0.16, -0.22, 1.05], [-0.10, -0.06, 0.06], [-0.21, 0.14, -0.25], [0.03, -0.12, 0.15], [0.14, -0.10, -0.07], [-0.01, -0.01, 0.08], [0.29, 0.12, 0.17], [0.22, 0.13, -0.15], [-0.17, -0.20, -0.09], [-0.19, -0.09, 0.01], [-0.07, 0.18, 0.29], [0.14, -0.33, -0.10], [-0.04, 0.16, -0.29], [-0.04, -0.08, 0.03], [-0.14, -0.01, 0.03], [0.18, -0.20, 0.01], [-0.06, 0.05, 0.09], [-0.21, -0.22, 0.02], [-0.04, 0.04, 0.10], [0.08, 0.12, 0.00], [0.05, 0.05, -0.02], [-0.01, -0.08, -0.14], [0.04, -0.04, 0.03], [0.03, -0.01, 0.03], [0.01, -0.03, 0.06], [-0.01, -0.03, -0.03], [-0.01, -0.06, -0.04], [0.08, 0.01, -0.04], [-0.06, 0.02, 0.03], [-0.05, 0.04, 0.02], [-0.01, 0.04, 0.07], [0.01, 0.04, 0.03], [-0.03, 0.00, 0.06], [-0.03, -0.04, 0.01], [0.00, 0.02, -0.09], [0.07, 0.04, -0.12], [0.02, 0.03, 0.01], [0.00, 0.08, -0.07], [-0.12, 0.06, 0.08], [-0.04, -0.25, 0.08], [-0.15, 0.03, -0.03], [1.28, -1.66, 2.28], [-1.44, 0.76, -0.80], [-0.28, 1.48, -2.63], [0.02, 0.02, 0.01], [0.01, 0.02, -0.02], [0.02, -0.01, -0.01], [0.01, 0.01, 0.04], [0.00, -0.01, 0.00], [0.45, 0.07, -0.11], [-0.88, -0.04, 0.27], [0.64, -0.08, -0.27], [0.52, -0.14, 0.48], [-0.04, 0.61, -0.41], [-0.05, -0.26, 0.09]], "nbo_charge": [1.76, -0.31, 0.03, -0.36, -0.31, 0.06, 0.93, -0.35, 0.05, -0.32, 0.02, -0.38, -0.32, 0.07, -0.31, 0.04, -0.38, -0.41, -0.06, -0.33, -0.03, -0.27, 0.26, 0.24, 0.26, 0.27, 0.25, 0.22, 0.25, 0.26, 0.26, 0.23, 0.25, 0.22, -0.63, 0.37, -0.29, -0.14, -0.25, -0.17, -0.20, 0.80, -0.61, -0.72, 0.49, 0.22, 0.23, 0.22, 0.19, 0.21, 0.19, -0.65, 0.39, -0.03, -0.41], "homo_lumo_gap_ev": [8.800, 5.087], "multiplicity": 6, "e_above_lowest_kcal_mol": 0.0, "charge": 1, "s_squared": 8.796, "lumo_ev": [-2.44, -6.07]}

(5)
{"formula": "C21H17BrCoN6O6S", "method": "wB97M-V/def2-TZVPD", "symbols": ["Co", "C", "C", "N", "N", "C", "N", "S", "C", "C", "C", "C", "C", "N", "H", "H", "H", "H", "H", "H", "H", "H", "H", "H", "O", "C", "C", "C", "C", "C", "C", "C", "O", "N", "O", "O", "H", "H", "H", "H", "Br", "C", "C", "N", "C", "C", "C", "C", "O", "O", "H", "H", "H"], "positions_angstrom": [[0.819, -0.309, -0.100], [-1.692, 1.394, 3.713], [-1.139, 0.596, 2.576], [-0.859, 1.006, 1.411], [-1.020, 2.289, 1.022], [-0.765, 2.537, -0.270], [-0.992, 3.764, -0.732], [-0.214, 1.329, -1.321], [-0.856, -0.861, 2.722], [-1.178, -1.567, 3.869], [-0.936, -2.934, 3.899], [-0.390, -3.539, 2.783], [-0.076, -2.749, 1.686], [-0.296, -1.441, 1.654], [-2.051, 2.375, 3.408], [-0.933, 1.532, 4.485], [-2.534, 0.872, 4.165], [-1.282, 3.026, 1.664], [-1.434, 4.476, -0.174], [-0.753, 3.986, -1.684], [-1.609, -1.069, 4.724], [-1.174, -3.512, 4.781], [-0.193, -4.601, 2.754], [0.377, -3.175, 0.802], [2.174, -0.112, -1.363], [2.198, -0.698, -2.469], [1.237, -1.575, -3.002], [1.449, -2.065, -4.310], [0.553, -2.929, -4.851], [-0.577, -3.360, -4.131], [-0.796, -2.909, -2.864], [0.101, -1.995, -2.247], [-0.142, -1.612, -1.045], [0.770, -3.428, -6.214], [-0.039, -4.219, -6.650], [1.766, -3.050, -6.795], [3.082, -0.482, -3.074], [2.313, -1.757, -4.884], [-1.258, -4.053, -4.605], [-1.657, -3.228, -2.294], [5.828, 2.852, 4.285], [5.223, 1.207, 3.597], [5.877, 0.028, 3.944], [5.502, -1.165, 3.498], [4.456, -1.226, 2.684], [3.744, -0.099, 2.289], [4.134, 1.151, 2.753], [2.591, -0.233, 1.385], [2.248, -1.336, 0.884], [1.882, 0.779, 1.072], [6.734, 0.059, 4.606], [4.162, -2.206, 2.327], [3.599, 2.043, 2.457]], "forces_ev_per_angstrom": [[0.06, -0.70, 0.26], [0.01, -0.01, 0.03], [0.03, -0.02, -0.04], [-0.12, 0.11, 0.09], [-0.01, 0.03, 0.12], [0.04, 0.00, -0.18], [0.00, 0.04, 0.07], [-0.11, 0.03, -0.06], [-0.03, 0.06, -0.04], [0.01, 0.01, -0.03], [0.02, -0.04, -0.01], [-0.02, 0.01, 0.00], [-0.02, 0.03, -0.06], [0.12, 0.15, 0.04], [0.01, 0.00, 0.00], [0.00, -0.01, 0.00], [-0.01, 0.01, 0.00], [0.00, 0.01, 0.00], [-0.01, 0.00, -0.01], [0.01, -0.02, 0.00], [-0.01, 0.00, 0.00], [-0.01, 0.00, 0.00], [0.00, 0.00, 0.01], [0.01, 0.00, 0.01], [-0.05, 0.07, -0.11], [0.12, 0.14, 0.10], [-0.05, -0.08, -0.06], [0.00, 0.02, 0.02], [-0.04, 0.06, -0.07], [-0.01, 0.00, 0.02], [-0.01, 0.01, 0.04], [-0.03, -0.09, -0.13], [0.24, 0.21, 0.12], [0.19, -0.27, 0.11], [-0.06, 0.10, -0.04], [-0.08, 0.09, -0.04], [-0.01, -0.01, -0.03], [0.00, 0.00, 0.00], [0.00, 0.00, 0.00], [-0.01, 0.00, 0.00], [0.00, -0.01, -0.01], [0.00, -0.01, 0.01], [0.00, 0.03, 0.00], [0.00, -0.02, 0.00], [-0.01, 0.04, 0.01], [0.04, -0.06, 0.02], [0.00, 0.00, 0.03], [0.14, 0.22, 0.19], [-0.23, -0.19, -0.29], [-0.11, 0.09, -0.06], [0.00, -0.01, 0.00], [0.01, -0.01, 0.00], [0.00, 0.00, -0.01]], "nbo_charge": [1.30, -0.69, 0.27, -0.24, -0.41, 0.33, -0.75, -0.04, 0.15, -0.23, -0.14, -0.24, 0.10, -0.45, 0.22, 0.26, 0.25, 0.39, 0.41, 0.43, 0.23, 0.24, 0.24, 0.22, -0.55, 0.45, -0.36, -0.07, -0.04, -0.11, -0.30, 0.54, -0.69, 0.54, -0.36, -0.37, 0.19, 0.26, 0.26, 0.24, 0.10, -0.14, 0.05, -0.39, 0.09, -0.22, -0.14, 0.78, -0.64, -0.66, 0.22, 0.22, 0.25], "homo_lumo_gap_ev": [7.644, 7.644], "e_above_lowest_kcal_mol": 16.5, "charge": 1, "lumo_ev": [-3.94, -3.94]}